No. 1
{"formula": "C7H11N2O2", "method": "ωB97M-V with the def2-TZVPD basis set", "symbols": ["C", "C", "C", "O", "O", "H", "H", "H", "H", "H", "C", "C", "C", "C", "N", "N", "H", "H", "H", "H", "H", "H"], "positions_angstrom": [[2.78, 0.40, -0.15], [2.02, 1.00, 0.99], [1.83, -0.30, -1.23], [1.45, -1.47, -0.97], [2.00, 0.22, -2.36], [3.40, 1.10, -0.71], [3.47, -0.44, 0.12], [1.81, 2.03, 0.72], [2.53, 0.86, 1.95], [1.07, 0.46, 1.07], [-2.51, 1.31, -0.37], [-1.14, -0.84, -0.66], [-2.18, -0.09, -0.11], [-2.02, -1.85, 1.08], [-0.98, -1.91, 0.20], [-2.73, -0.75, 0.97], [-0.57, -0.38, -1.45], [0.01, -2.08, 0.35], [-3.14, 1.84, 0.38], [-3.26, 1.40, -1.17], [-2.14, -2.52, 1.93], [-1.67, 2.00, -0.58]], "e_tot_ev": -14513.3061, "lumo_ev": 3.813, "total_charge": -1}

No. 2
{"formula": "C3H8NOS", "method": "ωB97M-V with the def2-TZVPD basis set", "symbols": ["C", "C", "C", "N", "O", "S", "H", "H", "H", "H", "H", "H", "H", "H"], "positions_angstrom": [[0.81, 2.94, -0.70], [-0.38, -0.38, 0.73], [0.84, -2.83, 0.16], [-1.53, 0.57, 0.44], [-0.09, 2.22, -1.06], [-0.67, -1.84, -0.02], [1.04, 3.24, 0.46], [1.71, 3.18, -1.44], [0.77, -3.81, -0.44], [1.07, -3.25, 1.16], [1.75, -2.40, -0.28], [-1.08, 1.46, 0.01], [-2.09, 0.72, 1.34], [-2.15, 0.18, -0.35]], "e_tot_ev": -17602.9093, "lumo_ev": -4.760, "total_charge": 1}

No. 3
{"formula": "C5H18N2O4", "method": "ωB97M-V with the def2-TZVPD basis set", "symbols": ["C", "C", "C", "N", "C", "C", "N", "O", "H", "H", "H", "H", "H", "H", "H", "H", "H", "H", "H", "H", "H", "H", "O", "H", "H", "O", "H", "H", "O"], "positions_angstrom": [[1.30, -0.27, 0.15], [1.53, -1.72, 0.51], [0.92, -0.21, -1.33], [-0.45, -0.09, -1.67], [-1.51, 0.66, -1.06], [-2.06, -0.08, 0.20], [-3.22, 0.60, 0.67], [1.66, -0.26, -2.27], [0.72, 0.27, 0.93], [2.21, 0.32, 0.22], [1.96, -1.84, 1.50], [0.64, -2.39, 0.43], [2.33, -2.03, -0.16], [-0.68, -0.12, -2.65], [-1.42, 1.80, -1.10], [-2.32, 0.71, -1.85], [-1.27, -0.17, 0.97], [-2.11, -1.16, 0.03], [-3.09, 1.49, 1.11], [-4.04, 0.23, 0.24], [-2.36, -1.88, 1.74], [-2.61, -1.10, 3.00], [-2.26, -1.96, 2.69], [2.60, 0.06, 2.94], [2.42, 1.46, 2.43], [2.00, 0.58, 2.40], [1.70, 1.84, -2.22], [2.81, 2.28, -1.12], [2.00, 2.48, -1.59]], "s2": 0.762, "multiplicity": 2, "e_tot_ev": -16636.8652, "lumo_ev": [-2.949, -8.606], "total_charge": 1}

No. 4
{"formula": "C11H31F2K2NO20P3S3", "method": "ωB97M-V with the def2-TZVPD basis set", "symbols": ["K", "K", "N", "S", "O", "O", "F", "S", "O", "O", "F", "C", "O", "P", "O", "O", "C", "O", "C", "H", "H", "H", "H", "H", "H", "H", "H", "H", "C", "O", "P", "O", "O", "C", "O", "C", "H", "H", "H", "H", "H", "H", "H", "H", "H", "C", "O", "P", "O", "O", "C", "O", "C", "H", "H", "H", "H", "H", "H", "H", "H", "H", "C", "C", "O", "S", "O", "O", "O", "H", "H", "H", "H"], "positions_angstrom": [[-12.61, 6.94, 10.09], [-10.22, 8.34, 7.54], [-11.94, 6.22, 7.75], [-10.94, 4.87, 7.63], [-9.97, 4.81, 6.52], [-11.50, 3.58, 8.02], [-10.08, 5.25, 8.94], [-12.98, 5.57, 6.90], [-13.95, 4.73, 7.59], [-12.66, 5.12, 5.52], [-13.81, 6.90, 6.69], [-10.93, -0.93, 4.08], [-11.93, -0.46, 5.01], [-11.75, 1.04, 5.65], [-11.92, 2.14, 4.66], [-12.89, 0.97, 6.77], [-14.24, 1.38, 6.55], [-10.37, 0.96, 6.43], [-10.06, -0.17, 7.25], [-10.22, -0.16, 3.79], [-11.15, -1.26, 3.07], [-10.45, -1.71, 4.67], [-14.90, 0.56, 6.82], [-14.46, 1.67, 5.52], [-14.34, 2.21, 7.25], [-9.98, 0.02, 8.32], [-9.09, -0.59, 6.99], [-10.77, -0.99, 7.12], [-8.68, 3.91, 11.48], [-9.68, 2.91, 11.47], [-11.19, 3.27, 11.62], [-11.64, 4.65, 11.28], [-11.81, 2.11, 10.68], [-13.15, 2.17, 10.38], [-11.80, 2.69, 13.09], [-12.57, 3.47, 14.02], [-8.05, 3.29, 12.11], [-9.06, 4.77, 12.03], [-8.08, 4.11, 10.59], [-13.68, 1.27, 10.09], [-13.30, 2.79, 9.50], [-13.71, 2.61, 11.21], [-11.96, 3.40, 14.92], [-13.57, 3.18, 14.36], [-12.72, 4.50, 13.70], [-16.20, 6.19, 3.71], [-16.07, 4.88, 3.25], [-17.01, 3.71, 3.91], [-18.44, 4.03, 3.72], [-16.56, 2.38, 3.21], [-15.24, 2.20, 2.91], [-16.47, 3.65, 5.40], [-17.48, 3.64, 6.42], [-17.20, 6.45, 4.04], [-15.99, 6.83, 2.85], [-15.55, 6.49, 4.53], [-15.11, 2.27, 1.83], [-15.01, 1.18, 3.21], [-14.51, 2.90, 3.32], [-18.20, 2.83, 6.37], [-18.13, 4.52, 6.35], [-17.08, 3.77, 7.42], [-6.81, 2.20, 4.97], [-8.31, 1.98, 4.64], [-8.26, 1.67, 3.26], [-6.94, 0.75, 2.93], [-6.21, 1.14, 1.71], [-7.29, -0.64, 3.12], [-6.11, 1.23, 4.21], [-6.55, 1.99, 6.01], [-6.41, 3.14, 4.58], [-8.95, 2.85, 4.76], [-8.57, 1.06, 5.16]], "e_tot_ev": -152804.3222, "lumo_ev": -4.816, "total_charge": 1}

No. 5
{"formula": "C20H25NO4", "method": "ωB97M-V with the def2-TZVPD basis set", "symbols": ["O", "C", "C", "O", "C", "C", "C", "C", "O", "C", "C", "C", "C", "C", "C", "C", "C", "C", "C", "N", "C", "C", "O", "C", "C", "H", "H", "H", "H", "H", "H", "H", "H", "H", "H", "H", "H", "H", "H", "H", "H", "H", "H", "H", "H", "H", "H", "H", "H", "H"], "positions_angstrom": [[3.84, 2.76, -0.38], [2.97, 1.96, 0.38], [1.80, 1.57, -0.52], [0.78, 1.06, 0.30], [-0.34, 0.55, -0.29], [-1.29, 0.00, 0.56], [-2.47, -0.53, 0.07], [-2.71, -0.54, -1.29], [-3.83, -1.05, -1.90], [-4.81, -1.66, -1.09], [-5.56, -0.71, -0.18], [-5.65, 0.64, -0.50], [-6.34, 1.50, 0.33], [-6.96, 1.03, 1.48], [-6.87, -0.32, 1.79], [-6.17, -1.18, 0.97], [-1.76, 0.00, -2.15], [-0.59, 0.55, -1.66], [3.64, 0.70, 0.97], [3.90, -0.30, -0.04], [5.05, -0.04, -0.90], [6.38, -0.37, -0.22], [6.40, -1.71, 0.24], [5.33, -1.97, 1.12], [3.98, -1.67, 0.45], [4.57, 3.05, 0.19], [2.57, 2.54, 1.23], [1.46, 2.47, -1.06], [2.14, 0.82, -1.24], [-1.10, 0.02, 1.62], [-3.19, -0.93, 0.77], [-5.52, -2.10, -1.81], [-4.38, -2.48, -0.50], [-5.17, 1.01, -1.39], [-6.40, 2.55, 0.08], [-7.50, 1.70, 2.12], [-7.35, -0.70, 2.68], [-6.11, -2.23, 1.22], [-1.96, 0.00, -3.21], [0.12, 0.96, -2.36], [2.94, 0.27, 1.68], [4.54, 1.02, 1.52], [5.03, 1.00, -1.22], [4.94, -0.68, -1.78], [7.21, -0.28, -0.92], [6.56, 0.31, 0.63], [5.41, -3.02, 1.39], [5.44, -1.36, 2.03], [3.16, -1.85, 1.15], [3.87, -2.33, -0.41]], "e_tot_ev": -30824.4340, "lumo_ev": 0.702, "total_charge": 0, "smiles": "O[C@@H](COc1ccc(OCc2ccccc2)cc1)CN1CCOCC1"}

No. 6
{"formula": "C5H9N2", "method": "ωB97M-V with the def2-TZVPD basis set", "symbols": ["C", "C", "C", "C", "N", "C", "N", "H", "H", "H", "H", "H", "H", "H", "H", "H"], "positions_angstrom": [[2.09, -0.37, 0.27], [0.99, 0.44, 1.05], [-0.30, 0.28, 0.36], [-1.17, -0.80, 0.35], [-2.03, -0.62, -0.67], [-1.71, 0.49, -1.38], [-0.71, 1.05, -0.69], [2.94, 0.27, 0.03], [1.72, -0.96, -0.57], [2.47, -1.13, 0.96], [1.32, 1.48, 1.15], [0.98, 0.07, 2.07], [-1.17, -1.62, 1.04], [-2.73, -1.31, -0.91], [-2.40, 0.81, -2.14], [-0.28, 1.93, -0.93]], "e_tot_ev": -8304.8167, "lumo_ev": -3.338, "total_charge": 1, "smiles": "CCc1c[nH]c[nH+]1"}

No. 7
{"formula": "C23H26FN5OS2", "method": "ωB97M-V with the def2-TZVPD basis set", "symbols": ["C", "N", "C", "C", "S", "C", "C", "C", "C", "C", "F", "C", "C", "N", "N", "C", "S", "C", "C", "O", "N", "C", "C", "N", "C", "C", "C", "C", "C", "C", "C", "C", "H", "H", "H", "H", "H", "H", "H", "H", "H", "H", "H", "H", "H", "H", "H", "H", "H", "H", "H", "H", "H", "H", "H", "H", "H", "H"], "positions_angstrom": [[-4.43, -2.00, 0.93], [-3.35, -1.35, 0.25], [-3.37, -0.74, -0.97], [-4.58, -0.54, -1.78], [-5.77, 0.57, -0.93], [-4.88, 2.16, -0.99], [-3.63, 2.19, -0.16], [-3.66, 1.76, 1.16], [-2.50, 1.76, 1.93], [-1.33, 2.21, 1.35], [-0.19, 2.20, 2.09], [-1.28, 2.65, 0.04], [-2.44, 2.63, -0.71], [-2.18, -0.28, -1.26], [-1.36, -0.57, -0.25], [-2.06, -1.21, 0.65], [-1.49, -1.75, 2.21], [-0.10, -2.87, 1.76], [0.29, -2.75, 0.30], [-0.12, -3.57, -0.50], [1.10, -1.73, -0.02], [1.48, -0.66, 0.88], [1.94, 0.54, 0.06], [3.07, 0.19, -0.76], [4.37, 0.48, -0.40], [5.42, 0.11, -1.25], [6.73, 0.42, -0.95], [7.05, 1.09, 0.22], [6.02, 1.47, 1.07], [4.71, 1.16, 0.77], [2.83, -0.98, -1.60], [1.42, -1.53, -1.42], [-4.76, -2.87, 0.36], [-4.08, -2.32, 1.91], [-5.27, -1.31, 1.04], [-5.13, -1.47, -1.93], [-4.32, -0.10, -2.74], [-4.66, 2.38, -2.04], [-5.61, 2.88, -0.62], [-4.59, 1.41, 1.59], [-2.51, 1.41, 2.95], [-0.34, 2.99, -0.37], [-2.41, 2.96, -1.74], [0.72, -2.64, 2.44], [-0.46, -3.88, 1.94], [2.30, -0.99, 1.54], [0.63, -0.36, 1.50], [1.11, 0.85, -0.59], [2.18, 1.37, 0.71], [5.21, -0.40, -2.18], [7.51, 0.12, -1.63], [8.07, 1.33, 0.46], [6.25, 1.99, 1.99], [3.95, 1.46, 1.48], [2.97, -0.73, -2.66], [3.55, -1.77, -1.34], [1.33, -2.50, -1.92], [0.67, -0.86, -1.87]], "e_tot_ev": -58159.2249, "lumo_ev": 0.451, "total_charge": 0, "smiles": "Cn1c(CSCc2ccc(F)cc2)nnc1SCC(=O)N1CCN(c2ccccc2)CC1"}

No. 8
{"formula": "C56H47Br6N9O18", "method": "ωB97M-V with the def2-TZVPD basis set", "symbols": ["C", "Br", "Br", "Br", "H", "C", "Br", "Br", "Br", "H", "C", "C", "C", "C", "C", "C", "N", "O", "O", "H", "H", "H", "H", "H", "C", "C", "C", "C", "C", "C", "N", "O", "O", "H", "H", "H", "H", "H", "C", "C", "C", "C", "C", "C", "N", "O", "O", "H", "H", "H", "H", "H", "C", "C", "C", "C", "C", "C", "N", "O", "O", "H", "H", "H", "H", "H", "C", "C", "C", "C", "C", "C", "N", "O", "O", "H", "H", "H", "H", "H", "C", "C", "C", "C", "C", "C", "N", "O", "O", "H", "H", "H", "H", "H", "C", "C", "C", "C", "C", "C", "N", "O", "O", "H", "H", "H", "H", "H", "C", "C", "C", "C", "C", "C", "N", "O", "O", "H", "H", "H", "H", "H", "C", "C", "C", "C", "C", "C", "N", "O", "O", "H", "H", "H", "H", "H"], "positions_angstrom": [[1.41, -3.81, 2.57], [2.23, -2.61, 3.86], [1.80, -3.21, 0.76], [-0.54, -3.77, 2.94], [1.79, -4.83, 2.67], [-5.78, -2.29, 0.88], [-6.66, -3.04, 2.49], [-3.88, -3.09, 0.73], [-5.57, -0.31, 1.00], [-6.36, -2.47, -0.02], [-2.51, -2.66, -6.19], [-2.65, -2.30, -4.84], [-3.85, -2.45, -4.20], [-5.01, -2.76, -4.94], [-4.83, -3.21, -6.29], [-3.55, -3.17, -6.93], [-6.33, -2.75, -4.26], [-6.40, -2.33, -3.11], [-7.24, -3.23, -4.93], [-1.53, -2.67, -6.65], [-1.89, -2.04, -4.12], [-4.09, -2.27, -3.16], [-5.65, -3.55, -6.90], [-3.38, -3.49, -7.94], [5.18, 2.99, -2.62], [5.79, 4.07, -3.27], [5.00, 5.12, -3.73], [3.62, 5.01, -3.66], [3.02, 3.93, -3.02], [3.80, 2.87, -2.61], [2.75, 6.16, -4.20], [1.58, 6.22, -3.91], [3.26, 7.01, -4.88], [5.81, 2.31, -2.08], [6.83, 4.16, -3.54], [5.54, 5.91, -4.23], [1.96, 3.92, -2.82], [3.30, 2.08, -2.05], [-1.32, 3.16, 3.32], [-1.99, 3.17, 4.53], [-1.36, 3.63, 5.71], [-0.12, 4.21, 5.66], [0.54, 4.34, 4.42], [-0.03, 3.80, 3.27], [0.57, 4.63, 6.91], [0.11, 4.19, 7.90], [1.65, 5.28, 6.90], [-1.60, 2.52, 2.49], [-2.94, 2.66, 4.65], [-1.90, 3.57, 6.64], [1.56, 4.67, 4.30], [0.56, 3.76, 2.37], [1.03, 3.63, -5.86], [1.16, 2.32, -5.52], [0.34, 1.35, -6.13], [-0.58, 1.80, -7.08], [-0.79, 3.16, -7.33], [0.04, 4.05, -6.71], [-1.57, 0.93, -7.70], [-2.71, 1.35, -7.94], [-1.24, -0.23, -7.94], [1.82, 4.24, -5.43], [1.99, 2.12, -4.86], [0.44, 0.29, -5.96], [-1.59, 3.49, -7.97], [-0.04, 5.12, -6.86], [-0.58, -1.01, 5.54], [-0.70, -1.86, 6.65], [-0.53, -1.43, 7.92], [-0.25, -0.08, 8.22], [-0.06, 0.76, 7.10], [-0.24, 0.31, 5.79], [-0.12, 0.46, 9.62], [-0.56, -0.23, 10.53], [0.62, 1.41, 9.87], [-0.69, -1.25, 4.49], [-0.90, -2.89, 6.41], [-0.50, -2.23, 8.65], [0.28, 1.78, 7.24], [-0.05, 1.04, 5.02], [4.52, -0.89, 1.55], [5.23, -2.11, 1.43], [6.08, -2.32, 0.36], [5.98, -1.38, -0.74], [5.09, -0.33, -0.66], [4.30, -0.04, 0.46], [6.80, -1.63, -1.93], [7.56, -2.61, -1.89], [6.64, -0.92, -2.91], [4.02, -0.74, 2.49], [5.23, -2.62, 2.39], [6.84, -3.08, 0.39], [4.93, 0.34, -1.49], [3.62, 0.79, 0.57], [4.21, -5.42, -3.07], [4.21, -4.55, -1.99], [3.74, -3.26, -2.26], [3.28, -2.88, -3.53], [3.25, -3.78, -4.59], [3.72, -5.04, -4.32], [2.79, -1.53, -3.60], [1.85, -1.31, -4.42], [3.27, -0.60, -3.02], [4.57, -6.41, -2.82], [4.52, -4.90, -1.01], [3.78, -2.62, -1.39], [2.95, -3.51, -5.59], [3.65, -5.70, -5.18], [-6.94, -0.07, 6.84], [-6.51, -1.37, 6.67], [-5.45, -1.66, 5.85], [-4.83, -0.65, 5.09], [-5.34, 0.67, 5.22], [-6.44, 0.96, 6.01], [-3.72, -1.03, 4.26], [-3.31, -2.19, 4.28], [-3.29, -0.14, 3.46], [-7.81, 0.14, 7.44], [-7.00, -2.09, 7.30], [-5.10, -2.67, 5.71], [-4.88, 1.39, 4.55], [-6.68, 1.99, 6.22], [-1.99, -0.02, -2.22], [-0.63, 0.24, -2.17], [0.14, 0.23, -0.99], [-0.56, 0.04, 0.21], [-1.93, -0.16, 0.22], [-2.62, -0.24, -0.97], [0.22, -0.05, 1.46], [1.39, -0.49, 1.43], [-0.31, 0.30, 2.49], [-2.53, 0.10, -3.15], [-0.09, 0.35, -3.10], [1.18, 0.51, -1.02], [-2.61, -0.12, 1.06], [-3.70, -0.32, -1.04]], "e_tot_ev": -529326.4619, "lumo_ev": -1.267, "total_charge": 0}

No. 9
{"formula": "C3H11N2", "method": "ωB97M-V with the def2-TZVPD basis set", "symbols": ["N", "C", "C", "C", "N", "H", "H", "H", "H", "H", "H", "H", "H", "H", "H", "H"], "positions_angstrom": [[1.03, 0.74, -0.93], [1.36, -0.15, 0.22], [0.16, -0.20, 1.18], [-1.08, -0.67, 0.46], [-1.46, 0.21, -0.68], [1.33, 1.69, -0.71], [1.70, 0.57, -1.69], [2.24, 0.22, 0.73], [1.43, -1.17, -0.16], [0.01, 0.82, 1.55], [0.50, -0.90, 1.94], [-1.95, -0.86, 1.09], [-0.95, -1.66, 0.00], [-0.40, 0.69, -1.00], [-2.11, 0.97, -0.50], [-1.79, -0.30, -1.49]], "e_tot_ev": -6263.2600, "lumo_ev": -3.027, "total_charge": 1, "smiles": "NCCC[NH3+]"}

No. 10
{"formula": "C8H24INO6Pd", "method": "ωB97M-V with the def2-TZVPD basis set", "symbols": ["Pd", "I", "O", "H", "C", "C", "C", "O", "C", "N", "H", "H", "H", "H", "H", "H", "H", "H", "H", "H", "H", "C", "C", "O", "O", "H", "H", "H", "H", "H", "H", "C", "C", "O", "O", "H", "H", "H", "H", "H", "H"], "positions_angstrom": [[-0.99, 0.53, -0.13], [-2.70, 2.13, -1.78], [-2.12, 0.40, 1.62], [-2.35, -0.38, 2.12], [3.37, -0.27, 0.22], [2.03, 0.27, -0.18], [1.75, -0.02, -1.63], [0.40, 0.21, -1.92], [0.04, -0.25, -3.19], [0.95, -0.29, 0.65], [3.66, 0.13, 1.19], [4.16, 0.04, -0.48], [3.34, -1.36, 0.25], [2.04, 1.35, -0.02], [2.03, -1.06, -1.88], [2.38, 0.61, -2.27], [0.23, -1.34, -3.27], [0.63, 0.24, -3.97], [-1.01, -0.02, -3.34], [1.12, -0.20, 1.65], [0.92, -1.31, 0.50], [-0.90, -3.55, -0.73], [-1.88, -2.60, -0.11], [-2.05, -1.41, -0.85], [0.43, -3.01, -0.61], [-1.15, -3.69, -1.78], [-0.95, -4.51, -0.21], [-1.59, -2.32, 0.90], [-2.84, -3.13, -0.04], [-2.44, -1.62, -1.71], [1.05, -3.75, -0.68], [-1.10, 3.27, 1.56], [-0.70, 3.23, 3.01], [-0.82, 1.96, 3.59], [-0.13, 2.53, 0.73], [-1.14, 4.32, 1.23], [-2.08, 2.84, 1.40], [-1.28, 3.98, 3.57], [0.35, 3.57, 3.10], [-1.27, 1.35, 2.92], [0.61, 3.12, 0.57]], "s2": 2.005, "multiplicity": 3, "e_tot_ev": -34039.0974, "lumo_ev": [-0.052, -0.172], "total_charge": 0}